Computed, not measured: 2 unconnected molecules or ions with the total composition C2H10N3 at a distorted geometry, with wB97M-V/def2-TZVPD.

Structure (XYZ):
```
15
Properties=species:S:1:pos:R:3:forces:R:3
C -0.679 -0.845 -1.585 -2.6 -1.9 0.0
N 0.616 -0.237 -1.713 -1.6 2.5 0.4
H -1.163 -1.729 -2.224 1.4 2.6 0.1
H -1.319 0.024 -1.414 -1.0 -0.8 -0.4
H -0.706 -1.411 -0.693 0.0 -0.6 1.5
H 1.034 -0.562 -2.493 2.3 -1.6 -3.0
H 0.343 0.724 -2.025 1.1 -0.8 0.6
H 1.084 -0.512 -0.047 0.8 1.1 0.0
N -0.386 1.040 2.445 0.6 0.0 -0.2
C -0.019 0.305 1.343 -1.6 2.4 0.2
N 1.179 0.052 0.838 -3.0 -0.8 0.6
H -1.431 1.047 2.746 2.8 0.2 -0.9
H 0.330 1.686 2.926 -1.8 -1.7 -0.7
H -0.957 0.181 0.659 2.1 -0.8 1.4
H 2.074 0.236 1.237 0.4 0.2 0.6
```
Forces are in eV/Å.

Calculated values
Strongest force on any atom, eV Å⁻¹: 4.133
Total charge: +1
Gap between HOMO and LUMO, eV: 10.438
E_LUMO, eV: -3.7
Relative energy (zero: lowest compared OMol25 entry of this formula, charge and spin), eV: 2.416
E, hartree: -246.1698
HOMO, eV: -14.2